A structure of composition C40H44NO3PPtS2Si, computed with ωB97M-V/def2-TZVPD.

Geometry as XYZ:
```
93
Properties=species:S:1:pos:R:3:forces:R:3:mulliken_charge:R:1
Pt -0.087 0.376 -0.473 0.18 0.07 0.05 1.784
C 1.399 -1.065 -0.079 -0.14 -0.11 0.13 -0.991
Si 0.962 -2.846 -0.272 -0.07 0.04 0.01 -0.829
C -0.771 -3.402 0.345 0.10 -0.07 -0.08 -0.854
N -1.931 -2.761 -0.233 0.01 0.26 0.01 0.667
C -2.007 -2.903 -1.680 0.07 -0.03 -0.03 0.460
C -3.418 -2.622 -2.164 -0.02 0.01 -0.06 -0.949
C -4.362 -3.723 -1.661 0.02 -0.04 0.01 -0.805
C -4.000 -4.141 -0.218 0.01 0.03 -0.05 -0.881
C -3.187 -3.025 0.441 -0.12 -0.14 0.09 -0.414
C 2.066 -3.865 0.927 -0.02 -0.04 0.01 0.397
C 3.037 -4.774 0.500 0.02 -0.02 0.05 -0.097
C 3.854 -5.450 1.401 -0.01 0.01 -0.03 -0.703
C 3.719 -5.237 2.764 -0.01 0.00 -0.01 -0.435
C 2.763 -4.336 3.217 -0.03 0.03 -0.01 -0.713
C 1.959 -3.662 2.307 0.02 -0.02 0.04 -0.350
C 1.322 -3.629 -1.952 0.05 0.06 -0.05 0.980
C 1.033 -4.973 -2.206 0.01 0.01 -0.06 -0.002
C 1.366 -5.571 -3.415 0.00 0.00 -0.02 -0.683
C 2.004 -4.826 -4.401 -0.02 0.04 0.06 -0.448
C 2.302 -3.491 -4.165 -0.02 -0.05 0.01 -0.659
C 1.966 -2.896 -2.953 -0.09 0.03 0.00 -0.470
H 2.266 -0.862 -0.722 -0.08 0.08 -0.05 0.662
H 1.755 -0.981 0.958 0.02 0.07 -0.02 0.531
H -0.772 -3.212 1.424 0.03 0.03 0.00 0.474
H -0.816 -4.510 0.235 0.04 0.02 0.02 0.154
H -1.732 -3.929 -1.993 0.01 -0.04 0.00 0.089
H -1.291 -2.227 -2.148 0.07 0.02 -0.02 -0.420
H -3.430 -2.581 -3.254 0.02 0.02 -0.01 0.443
H -3.725 -1.633 -1.810 -0.01 -0.03 0.01 0.109
H -4.267 -4.589 -2.323 -0.04 0.00 -0.01 0.370
H -5.403 -3.395 -1.724 0.00 0.03 0.04 0.378
H -3.406 -5.060 -0.226 0.01 0.02 -0.01 0.316
H -4.901 -4.350 0.366 0.01 -0.02 0.00 0.426
H -2.973 -3.255 1.488 -0.01 -0.02 -0.01 0.518
H -3.801 -2.117 0.443 0.00 -0.06 0.01 -0.250
H 3.160 -4.954 -0.562 0.01 0.00 0.00 0.251
H 4.602 -6.144 1.033 0.00 0.00 -0.01 0.385
H 4.356 -5.761 3.468 0.00 0.00 0.00 0.339
H 2.651 -4.152 4.280 0.00 0.01 0.01 0.372
H 1.235 -2.945 2.684 0.00 0.01 0.01 0.228
H 0.542 -5.573 -1.448 -0.03 -0.03 0.06 0.299
H 1.127 -6.614 -3.587 0.00 -0.01 -0.01 0.374
H 2.261 -5.285 -5.349 0.00 -0.01 -0.01 0.333
H 2.780 -2.888 -4.927 0.02 0.01 0.00 0.482
H 2.178 -1.839 -2.819 0.11 -0.18 0.01 0.076
C -3.410 0.528 1.115 0.01 0.07 -0.17 -1.247
C -4.015 1.660 0.315 0.01 -0.27 0.16 0.294
C -5.358 1.974 0.531 -0.04 -0.04 -0.09 -0.436
C -5.993 2.993 -0.160 0.12 -0.03 -0.04 -0.682
C -5.270 3.718 -1.099 -0.02 -0.04 0.04 -0.768
C -3.932 3.423 -1.311 0.02 0.17 -0.06 -0.428
C -3.280 2.405 -0.614 0.16 0.05 0.26 1.048
P -1.426 2.191 -0.735 0.04 -0.02 -0.24 0.388
C -1.053 3.205 -2.215 0.16 0.01 0.18 1.049
C -0.075 4.193 -2.120 0.02 0.09 0.01 -1.222
C 0.314 4.928 -3.227 -0.02 -0.04 0.03 -0.750
C -0.266 4.666 -4.458 -0.06 -0.04 0.02 -0.700
C -1.208 3.659 -4.565 0.05 0.05 -0.04 -0.898
C -1.598 2.900 -3.464 -0.08 -0.11 -0.11 1.185
C -2.557 1.762 -3.703 0.01 -0.02 0.00 -1.480
C -0.956 3.224 0.701 0.10 -0.14 -0.01 0.305
C -1.312 4.558 0.877 -0.05 0.02 0.06 0.168
C -0.818 5.283 1.949 0.04 -0.07 0.00 -0.799
C 0.045 4.657 2.846 -0.01 -0.07 -0.06 -0.575
C 0.369 3.318 2.689 -0.03 0.08 0.04 -0.616
C -0.140 2.559 1.628 -0.07 -0.12 -0.03 0.265
C 0.122 1.073 1.492 -0.33 0.02 0.03 -2.000
H -3.211 0.848 2.141 0.11 0.02 -0.02 0.309
H -2.477 0.163 0.669 -0.10 0.04 0.13 -0.582
H -4.105 -0.311 1.161 -0.09 0.11 0.07 0.547
H -5.912 1.390 1.260 0.00 0.00 0.00 0.413
H -7.037 3.214 0.027 0.00 0.00 0.00 0.354
H -5.740 4.516 -1.661 0.00 -0.01 0.00 0.418
H -3.376 4.008 -2.035 -0.02 -0.03 0.04 0.455
H 0.415 4.367 -1.172 -0.01 -0.01 -0.03 0.421
H 1.097 5.669 -3.131 0.00 0.01 0.00 0.351
H 0.044 5.215 -5.340 0.00 0.00 0.00 0.328
H -1.627 3.412 -5.535 0.01 -0.01 0.00 0.375
H -3.449 2.117 -4.228 -0.05 0.01 0.01 0.483
H -2.872 1.268 -2.786 0.04 -0.01 -0.10 -0.235
H -2.053 1.007 -4.308 -0.03 0.05 0.00 0.502
H -1.966 5.035 0.154 0.02 0.00 -0.01 0.402
H -1.081 6.327 2.075 0.00 0.00 0.00 0.388
H 0.465 5.220 3.673 -0.01 -0.01 0.01 0.353
H 1.031 2.835 3.400 0.00 0.00 0.01 0.441
H -0.604 0.564 2.153 0.06 0.05 -0.09 0.318
H 1.103 0.837 1.918 0.03 0.08 -0.10 0.532
O 2.963 0.042 -3.199 0.03 0.06 0.03 -0.712
S 1.857 1.007 -3.190 -0.25 0.06 0.25 1.137
O 1.945 1.962 -2.078 0.10 -0.15 -0.43 -0.569
O 1.637 1.622 -4.496 0.03 0.07 0.03 -0.709
S 0.088 -0.125 -2.837 0.03 0.16 0.10 -0.767
```
Forces are in eV/Å.

Values from the calculation:
Energy = -91914.289 eV
Strongest force on any atom = 0.471 eV/Å
Charge = -2
Highest occupied orbital energy = -1.326 eV
LUMO = 4.2 eV
Multiplicity = 1